ORCA calculation (wB97M-V/def2-TZVPD) on a structure of composition C27H29AsCl2F6I2N2O2P2V in a non-equilibrium geometry.

Max |F|   1.03 eV/Å
HOMO-LUMO gap (alpha / beta)   7.04 / 6.29 eV
Energy   -198204.6527 eV
Molar mass   1040.1 g mol⁻¹

```
! wB97M-V def2-TZVPD RIJCOSX def2/J DEFGRID3
* xyz 0 2
V -0.23 0.54 0.77
C 2.44 0.70 3.29
P 1.95 -0.06 1.69
C 3.48 0.32 0.75
C 2.14 -1.84 2.00
C 3.01 -2.32 2.97
C 3.16 -3.68 3.19
C 2.45 -4.57 2.41
C 1.59 -4.10 1.43
C 1.39 -2.74 1.22
P 0.22 -2.08 -0.09
C 1.59 -2.01 -1.34
C -0.70 -3.57 -0.55
H 1.89 0.25 4.11
H 2.17 1.76 3.27
H 3.51 0.61 3.47
H 4.31 -0.26 1.16
H 3.73 1.38 0.84
H 3.38 0.08 -0.31
H 3.58 -1.62 3.58
H 3.84 -4.03 3.96
H 2.56 -5.63 2.57
H 1.05 -4.83 0.84
H 2.40 -2.66 -1.02
H 1.97 -1.00 -1.46
H 1.20 -2.33 -2.31
H -0.11 -4.20 -1.21
H -1.60 -3.27 -1.09
H -0.98 -4.13 0.34
I -1.74 -2.17 -4.13
C -0.65 -0.47 -3.71
C -0.26 0.35 -4.79
C 0.49 1.48 -4.58
I 1.03 2.63 -6.23
C 0.88 1.84 -3.26
C 1.63 3.00 -2.94
C 1.94 3.27 -1.64
C 1.50 2.37 -0.65
N 0.79 1.30 -0.90
C 0.48 1.01 -2.20
C -0.30 -0.18 -2.41
O -0.69 -0.91 -1.40
H -0.56 0.08 -5.79
H 1.93 3.67 -3.73
H 2.50 4.14 -1.34
H 1.71 2.57 0.39
F -2.61 1.30 1.49
As -2.46 2.81 0.60
F -2.81 3.72 2.01
F -4.08 2.73 0.06
F -2.08 4.19 -0.33
F -1.88 1.74 -0.67
F -0.70 2.72 1.14
C -0.78 1.43 5.35
C -1.22 1.66 3.92
O -0.49 0.79 3.03
H -1.34 2.09 6.02
H 0.28 1.64 5.47
H -0.97 0.41 5.66
H -1.01 2.67 3.58
H -2.29 1.49 3.79
H -0.63 -0.12 3.31
Cl -0.44 -2.34 3.84
C -1.91 -2.40 2.88
C -3.01 -2.98 3.50
C -4.22 -3.02 2.84
C -4.31 -2.46 1.57
C -3.20 -1.88 0.98
Cl -3.47 -1.15 -0.57
C -1.93 -1.86 1.59
N -0.76 -1.32 1.06
H -2.90 -3.38 4.50
H -5.09 -3.47 3.30
H -5.25 -2.44 1.03
*
```